An isolated molecule of C8H9NO2S, computed with the ωB97M-V functional and the def2-TZVPD basis.

ORCA input file:
```
! wB97M-V def2-TZVPD RIJCOSX def2/J DEFGRID3
* xyz 0 1
C -3.25 1.03 -1.73
C -0.55 -0.03 -1.35
C -0.32 -0.45 -0.07
C 0.95 -0.38 0.64
C 1.81 0.65 0.30
C 2.99 0.70 1.05
C 2.45 -1.15 2.26
C 1.16 -1.29 1.64
H -2.91 2.05 -1.93
H -3.53 1.05 -0.65
H -4.20 0.92 -2.20
H 0.31 0.27 -1.98
H -1.17 -0.92 1.53
H 1.57 1.42 -0.38
H 3.68 1.57 0.95
H 2.80 -1.89 3.09
H 0.55 -2.20 1.89
N 3.27 -0.12 2.01
O -2.01 -0.16 -3.54
O -1.49 -0.75 0.53
S -2.09 -0.32 -2.06
*
```

Summary:
ΔE to the lowest compared entry with this formula, charge and spin in kcal per mole: 71.9
HOMO in eV: -8.180
E_tot in eV: -24859.1979
Kohn-Sham gap in eV: 7.97
F_max in eV/A: 5.74
M in g mol⁻¹: 183.2

***

A structure of composition C21H21Br3N3O9V, computed with the ωB97M-V functional and the def2-TZVPD basis.

ORCA input file:
```
! wB97M-V def2-TZVPD RIJCOSX def2/J DEFGRID3
* xyz -1 2
O -2.57 0.12 4.88
V -1.99 1.39 4.04
O -0.44 1.74 4.45
C -1.15 -1.44 2.38
C -1.19 -0.18 1.49
O -2.05 0.83 1.89
H -2.09 -1.97 2.51
H -0.81 -1.18 3.38
H -0.40 -2.13 1.97
H -1.46 -0.50 0.48
H -0.23 0.31 1.60
C -2.05 -3.50 -3.60
C -1.75 -2.18 -3.21
C -2.42 -1.52 -2.22
C -3.52 -2.18 -1.59
C -3.77 -3.50 -1.95
C -3.03 -4.20 -2.92
N -4.28 -1.44 -0.52
O -5.12 -2.09 0.03
O -3.96 -0.25 -0.35
H -1.46 -3.98 -4.37
H -1.09 -1.60 -3.84
H -2.07 -0.53 -1.97
H -4.59 -4.11 -1.61
H -3.07 -5.23 -3.25
C 1.45 2.84 -2.62
C 1.23 4.18 -2.88
C 0.37 4.89 -2.05
C -0.36 4.30 -0.98
C -0.03 2.99 -0.64
C 0.87 2.25 -1.49
N -1.29 5.12 -0.17
O -2.02 4.50 0.68
O -1.50 6.28 -0.51
H 2.18 2.32 -3.23
H 1.69 4.71 -3.69
H 0.36 5.92 -2.39
H -0.51 2.45 0.16
H 1.09 1.22 -1.26
C 2.79 1.45 2.24
C 3.46 2.44 1.54
C 4.20 2.05 0.42
C 4.22 0.67 -0.02
C 3.46 -0.23 0.69
C 2.77 0.09 1.84
N 4.95 0.31 -1.27
O 4.90 1.04 -2.26
O 5.52 -0.77 -1.26
H 2.33 1.71 3.18
H 3.37 3.48 1.83
H 4.74 2.76 -0.19
H 3.35 -1.28 0.47
H 2.11 -0.62 2.31
C 0.24 -5.58 2.93
Br 0.52 -7.43 2.30
Br -1.65 -5.02 2.58
Br 1.51 -4.28 2.05
H 0.23 -5.46 4.01
*
```

Summary:
HOMO (spin up / spin down) in eV: -4.373 / -4.902
E_tot in eV: -280821.3009
Kohn-Sham gap (spin up / spin down) in eV: 5.64 / 6.17
F_max in eV/A: 3.85
M in g mol⁻¹: 750.1
<S²>: 0.762

***

A structure of composition C4H6FN3, computed with the ωB97M-V functional and the def2-TZVPD basis.

ORCA input file:
```
! wB97M-V def2-TZVPD RIJCOSX def2/J DEFGRID3
* xyz 0 1
C -1.79 0.08 -0.31
C 1.24 -1.42 0.02
C 1.67 0.05 0.32
C 0.41 0.70 0.14
H -2.00 -1.11 -0.89
H -2.45 0.08 1.02
H -1.85 1.12 -1.02
H 1.81 -2.39 -0.01
H 1.90 0.12 1.44
H -1.04 2.03 -0.25
N -0.51 -0.31 0.13
N -0.03 -1.63 -0.16
N 0.08 2.05 0.09
F 2.54 0.62 -0.52
*
```

Summary:
ΔE to the lowest compared entry with this formula, charge and spin in kcal per mole: 138.7
HOMO in eV: -8.903
E_tot in eV: -11426.6764
Kohn-Sham gap in eV: 8.99
F_max in eV/A: 6.61
M in g mol⁻¹: 115.1

***

Question: The lowest M belongs to which entry?
Answer: C4H6FN3

***

Question: Look up the E_tot of the second one.
Answer: -280821.3009 eV